Entry 1:
Formula: C50H74F4O25S
Source: OMol25
Level of theory: wB97M-V/def2-TZVPD

Geometry as ORCA input:
```
! wB97M-V def2-TZVPD RIJCOSX def2/J DEFGRID3
* xyz 0 1
F 1.07906 1.78247 7.03667
C 1.46106 1.62727 5.70835
C 2.77304 1.92795 5.26364
C 3.09400 1.91166 3.92245
C 2.03265 1.56156 3.06503
C 0.72681 1.33031 3.45862
C 0.39953 1.33231 4.79610
H 3.57316 2.24657 5.91533
H 4.05432 2.10303 3.46687
H 2.31233 1.42775 2.03050
H -0.00795 1.07990 2.70775
H -0.52390 1.04918 5.27933
F -4.73639 -4.85912 2.41920
C -3.42454 -5.11425 2.64014
C -2.69318 -5.65099 1.56134
C -1.41025 -6.01037 1.86261
C -0.80162 -5.70184 3.10368
C -1.55128 -5.11485 4.11254
C -2.86455 -4.78272 3.87801
H -3.26905 -5.79367 0.65890
H -0.74281 -6.35033 1.08459
H 0.24087 -5.97834 3.15993
H -1.06775 -4.97238 5.06769
H -3.51428 -4.49204 4.69027
F 0.94664 -2.57409 4.01622
C 2.18601 -2.82124 3.64816
C 2.89966 -1.86226 2.88015
C 4.21705 -2.11157 2.54493
C 4.84299 -3.30004 2.99633
C 4.10794 -4.23103 3.73733
C 2.75870 -4.02174 4.06813
H 2.42227 -0.92943 2.61879
H 4.69290 -1.41730 1.86821
H 5.89344 -3.41438 2.77294
H 4.57060 -5.08250 4.21415
H 2.23086 -4.70938 4.71227
F -5.79074 -1.91365 5.53377
C -4.43745 -1.89568 5.43207
C -3.77580 -1.29695 4.36741
C -2.40501 -1.19904 4.44819
C -1.68344 -1.63333 5.60571
C -2.32565 -2.23395 6.62943
C -3.70976 -2.38999 6.51564
H -4.25989 -0.82715 3.52399
H -1.96468 -0.86483 3.52040
H -0.61184 -1.51027 5.55165
H -1.74422 -2.64776 7.44005
H -4.30277 -2.82196 7.30820
C -0.86774 -7.10264 -2.08465
S -0.83110 -5.25828 -1.88670
O 0.47713 -4.75538 -1.26402
C -1.01325 -4.98549 -3.73137
H -1.89186 -7.32544 -2.38406
H -0.59510 -7.77605 -1.27207
H -0.14854 -7.36431 -2.86078
H -2.00459 -5.26720 -4.08631
H -0.21008 -5.44613 -4.30655
H -0.89367 -3.91497 -3.89805
C -0.49096 2.60351 -5.07519
O -0.92800 3.90651 -5.01377
C -0.93212 4.77072 -6.10423
O -0.36302 4.66520 -7.18929
O -1.68623 5.81956 -5.75919
C -2.09976 6.74775 -6.76922
H 0.56661 2.64453 -5.33590
H -1.04942 2.04969 -5.82984
H -0.65253 1.92758 -4.23549
H -2.41887 6.30556 -7.71301
H -1.21229 7.25920 -7.14194
H -2.86673 7.47531 -6.50368
C -1.43427 4.65011 2.48732
O -1.82899 3.29114 2.59410
C -2.67708 2.71549 1.73397
O -3.24863 3.24182 0.75624
O -2.82819 1.47543 2.09368
C -3.81732 0.70401 1.37918
H -1.57460 4.91902 1.44037
H -0.38095 4.83211 2.70062
H -2.06863 5.34869 3.03291
H -3.37652 -0.29269 1.39867
H -3.98919 0.97946 0.33865
H -4.80952 0.64480 1.82655
C -0.33665 1.48670 -1.10261
O -0.91326 0.28990 -0.72038
C -0.38310 -0.49137 0.20842
O 0.68435 -0.32605 0.84995
O -1.19953 -1.55581 0.37986
C -0.88441 -2.57155 1.29910
H -0.95921 1.97249 -1.85398
H 0.65246 1.32591 -1.53145
H -0.19828 2.11557 -0.22315
H -0.41961 -2.09290 2.16106
H -0.11767 -3.22873 0.88884
H -1.87239 -3.02563 1.37532
C -2.96362 -0.78933 -3.48603
O -2.70255 -0.19024 -4.72973
C -3.69021 0.57045 -5.24068
O -4.82256 0.80071 -4.83674
O -3.24124 1.08506 -6.38915
C -3.72698 2.33549 -6.86021
H -2.19950 -1.50113 -3.17369
H -3.92287 -1.30608 -3.45609
H -3.00698 -0.06061 -2.67659
H -4.39830 2.03704 -7.66543
H -2.80327 2.87066 -7.08033
H -4.28560 2.98480 -6.18609
C 2.95230 -5.09834 0.34703
O 4.36569 -5.30923 0.30780
C 4.88887 -6.60819 0.25590
O 4.40256 -7.72597 0.42044
O 6.33027 -6.48154 0.34444
C 7.03856 -7.62807 0.71883
H 2.65859 -4.72702 -0.63478
H 2.64267 -4.27851 0.99520
H 2.29673 -5.96740 0.40211
H 8.12543 -7.55235 0.68583
H 6.66483 -8.48620 0.16023
H 6.76813 -7.87951 1.74437
C 2.60508 4.01385 0.36719
O 3.19717 5.26654 0.01200
C 2.63892 6.36761 0.45118
O 1.67733 6.43761 1.18156
O 3.24636 7.35874 -0.21889
C 2.94094 8.75262 0.08157
H 1.60746 3.88587 -0.05290
H 2.55354 4.01266 1.45597
H 3.20167 3.23738 -0.11164
H 3.54859 8.92107 0.97066
H 1.86857 8.92182 0.17905
H 3.34182 9.44039 -0.66299
C -1.71018 5.21555 -1.49139
O -0.59065 6.00048 -1.85790
C -0.81901 7.20970 -2.30873
O -1.97077 7.59590 -2.44318
O 0.29255 7.78995 -2.67255
C 0.31951 9.09961 -3.19659
H -2.32693 5.80035 -0.80894
H -1.44350 4.31291 -0.94165
H -2.26607 4.91513 -2.37956
H 1.01967 9.76308 -2.68897
H -0.66900 9.53916 -3.06339
H 0.53733 9.23166 -4.25641
C 3.07229 -1.12843 -1.09694
O 2.05302 -1.78958 -1.83176
C 1.72868 -1.20603 -3.01247
O 2.22474 -0.17801 -3.57409
O 0.78676 -1.90218 -3.52238
C 0.14333 -1.47893 -4.70517
H 3.03479 -0.03931 -1.07373
H 4.04887 -1.37023 -1.51637
H 2.99677 -1.51559 -0.08082
H -0.82686 -1.92676 -4.92030
H 0.86085 -1.46008 -5.52549
H -0.09836 -0.42572 -4.56220
*
```

Properties
HOMO energy in eV: -8.99
LUMO energy in eV: 0.15

Löwdin population analysis, charges in e, atoms 1 to 8:
1. F 0.0128
2. C -0.1989
3. C -0.0244
4. C -0.0737
5. C -0.1306
6. C -0.0896
7. C 0.0050
8. H 0.1083

***

Entry 2:
Formula: C50H76Cl2N23O2S
Source: OMol25
Level of theory: wB97M-V/def2-TZVPD

Geometry as ORCA input:
```
! wB97M-V def2-TZVPD RIJCOSX def2/J DEFGRID3
* xyz -1 1
C 3.37740 2.49755 0.05741
C 2.70191 2.15276 -1.23655
Cl 3.23059 3.36712 -2.45543
C 1.13755 2.10196 -0.99092
Cl 0.36200 3.63440 -1.62629
N 0.63306 0.92162 -1.56883
C 0.33582 1.02046 -2.98824
C -0.42278 0.33768 -0.74746
C 0.19678 -0.42215 0.42585
C 1.59914 -0.97150 0.18593
C 1.66970 -2.18291 -0.70622
N 1.89487 -1.78537 -2.10318
N -1.32694 1.49275 -0.22500
C -2.12949 1.28636 0.63495
S -2.92671 1.18564 2.00243
C -1.37080 -0.60634 -1.55810
O -2.35746 -0.06569 -2.09568
O -1.04150 -1.77898 -1.56428
H 4.42805 2.28554 0.02641
H 3.16207 3.52009 0.30024
H 2.95525 1.87252 0.82733
H 3.01604 1.20270 -1.61125
H 1.04079 2.04084 0.06876
H -0.64169 1.41358 -3.19229
H 1.08711 1.62472 -3.45320
H 0.44289 0.04943 -3.42245
H -0.43391 -1.26709 0.61522
H 0.23835 0.18502 1.31613
H 1.96923 -1.27151 1.14965
H 2.29749 -0.24216 -0.16570
H 0.82281 -2.82659 -0.58855
H 2.53241 -2.75252 -0.37118
H 2.88201 -1.61226 -2.21023
H 1.69110 -2.54311 -2.73608
C -0.27762 -0.02319 4.81141
C 0.85507 0.86330 4.93933
N 1.74343 1.58359 5.03560
H -0.84501 0.23354 3.92418
H 0.05899 -1.05080 4.74369
H -0.92228 0.08680 5.68041
C 5.69714 -0.37998 3.69903
C 5.02342 -0.63069 2.44001
N 4.47952 -0.77905 1.43730
H 4.96925 -0.05147 4.43180
H 6.18722 -1.28203 4.05939
H 6.44153 0.40110 3.56641
C 0.88170 -0.57756 9.00486
C 1.10656 -1.19883 7.71312
N 1.28143 -1.69111 6.69032
H 1.65231 0.16582 9.19724
H -0.09169 -0.09191 9.02010
H 0.91440 -1.32721 9.78786
C 1.98367 0.91829 -7.17819
C 2.42481 0.33380 -5.92302
N 2.77280 -0.15285 -4.94185
H 1.84615 1.98890 -7.07002
H 2.73500 0.73345 -7.94328
H 1.04172 0.47426 -7.48441
C -0.28900 -3.10872 -7.77246
C -0.67451 -1.73663 -7.50957
N -0.96144 -0.65944 -7.23473
H 0.39385 -3.15167 -8.61762
H 0.20926 -3.51361 -6.89778
H -1.16740 -3.71108 -7.98995
C -0.05133 3.96983 2.41028
C 1.37400 4.16513 2.60720
N 2.50017 4.32136 2.77123
H -0.23501 3.59051 1.40363
H -0.42265 3.24554 3.13366
H -0.58191 4.91133 2.53984
C -5.09857 4.00778 4.68820
C -4.38388 2.82081 5.11109
N -3.80474 1.88162 5.41238
H -4.95188 4.80681 5.41197
H -4.72977 4.33140 3.72420
H -6.15990 3.78995 4.60712
C 2.30629 -5.49633 -5.05105
C 1.64509 -5.85918 -6.29085
N 1.11983 -6.13704 -7.27443
H 1.58350 -5.10001 -4.34073
H 2.78275 -6.37697 -4.62763
H 3.06403 -4.74147 -5.24873
C -2.04699 2.53457 -9.26920
C -0.60713 2.66574 -9.18552
N 0.53259 2.77658 -9.09979
H -2.31626 2.04632 -10.20430
H -2.40333 1.93034 -8.43689
H -2.51152 3.51968 -9.22466
C 4.59151 -8.82687 -7.33695
C 5.04823 -7.91739 -6.30380
N 5.40579 -7.19723 -5.48348
H 3.96126 -9.59581 -6.89683
H 4.01686 -8.27633 -8.07882
H 5.44783 -9.29420 -7.81756
C 6.18083 -4.30595 -7.30786
C 4.88683 -3.92561 -7.84486
N 3.86090 -3.62690 -8.26838
H 6.92853 -4.26171 -8.08734
H 6.46299 -3.62785 -6.50468
H 6.13263 -5.31856 -6.91909
C 4.56045 3.44115 5.50385
C 5.50782 2.43016 5.93447
N 6.25528 1.62797 6.27653
H 4.64619 4.31858 6.14214
H 4.75954 3.72308 4.47329
H 3.55214 3.04215 5.56145
C -1.76991 6.46642 -0.86242
C -2.21743 7.19490 0.31078
N -2.60200 7.76102 1.23407
H -2.02736 7.02826 -1.75765
H -0.69256 6.32022 -0.83291
H -2.25394 5.49247 -0.90029
C -5.96153 7.34406 0.11131
C -7.37737 7.02681 0.14113
N -8.49815 6.77310 0.15540
H -5.47785 6.77699 -0.68121
H -5.82720 8.40663 -0.07705
H -5.50037 7.08879 1.06250
C -1.53504 -3.14286 11.15973
C -0.73794 -2.07208 11.72915
N -0.10683 -1.22436 12.16860
H -1.12089 -3.43489 10.19567
H -1.52986 -3.99942 11.82660
H -2.55986 -2.80878 11.02247
C -3.47006 -6.90671 12.09446
C -3.86884 -5.55152 12.42909
N -4.18507 -4.47790 12.68745
H -2.66780 -6.88403 11.36033
H -3.12237 -7.41889 12.98830
H -4.31763 -7.44618 11.67913
C -7.54815 3.72004 0.71080
C -6.65530 4.56951 1.47265
N -5.93952 5.24141 2.06990
H -7.29426 2.67573 0.88198
H -8.57502 3.90042 1.01857
H -7.44988 3.94538 -0.34785
C -6.66508 -3.75116 15.40310
C -8.10823 -3.89361 15.33310
N -9.24974 -4.00594 15.27853
H -6.18983 -4.42782 14.69722
H -6.38128 -2.73122 15.15694
H -6.32161 -3.98389 16.40843
C 6.89406 -5.39421 -11.53230
C 7.36828 -5.84865 -10.23808
N 7.74289 -6.19365 -9.20838
H 6.66048 -4.33297 -11.48536
H 7.66204 -5.55999 -12.28395
H 5.99703 -5.94313 -11.80792
C -5.02305 6.34826 -9.76759
C -3.89746 5.88998 -8.97436
N -3.00668 5.52811 -8.34619
H -4.87617 7.38868 -10.04699
H -5.10825 5.74504 -10.66844
H -5.93983 6.25904 -9.18991
*
```

Properties
HOMO energy in eV: -4.89
LUMO energy in eV: 1.10

Löwdin population analysis, charges in e, atoms 1 to 8:
1. C -0.1566
2. C -0.6948
3. Cl 0.5554
4. C -0.6482
5. Cl 0.5982
6. N -0.1426
7. C -0.0935
8. C -0.3009

***

Entry 3:
Formula: C50H81N3O3PRuSbSi3
Source: OMol25
Level of theory: wB97M-V/def2-TZVPD

Geometry as ORCA input:
```
! wB97M-V def2-TZVPD RIJCOSX def2/J DEFGRID3
* xyz 1 2
Ru -0.30179 -0.66304 0.91028
C -2.41497 4.03851 2.01296
C -3.19302 2.97031 1.31767
C -4.55449 3.14253 1.13095
C -5.34385 2.16310 0.55785
C -4.76796 0.96160 0.18412
C -3.41158 0.74776 0.34414
C -2.83588 -0.58207 -0.03353
C -2.58467 1.77028 0.87547
N -1.23004 1.54602 1.01108
C -0.32646 2.46775 0.63971
O -0.53578 3.47956 -0.02092
C 1.09782 2.12168 1.02557
C 2.13973 3.04324 1.09100
C 3.42174 2.56978 1.33842
C 3.64952 1.20821 1.47320
C 2.55682 0.35419 1.38412
N 1.33872 0.83511 1.20183
C 2.67338 -1.14288 1.36640
O 3.51639 -1.73016 2.03889
N 1.74540 -1.72496 0.57878
C 1.98250 -2.91157 -0.06198
C 3.22022 -3.16233 -0.70674
C 4.30522 -2.13522 -0.75943
C 3.41393 -4.38335 -1.33125
C 2.42561 -5.35341 -1.36202
C 1.18407 -5.07855 -0.80652
C 0.94828 -3.87485 -0.17365
C -0.40086 -3.57181 0.39909
H -3.07774 4.66407 2.60610
H -1.90614 4.66671 1.28144
H -1.65116 3.60848 2.65707
H -4.99896 4.07205 1.45056
H -6.39980 2.32084 0.41985
H -5.38236 0.18583 -0.24958
H -3.55719 -1.16807 -0.59793
H -2.58492 -1.14983 0.89135
H -1.93608 -0.44434 -0.66314
H 1.94215 4.09231 0.94029
H 4.25243 3.25819 1.39107
H 4.63708 0.79957 1.61674
H 3.89543 -1.12607 -0.77912
H 4.91775 -2.28252 -1.64517
H 4.94507 -2.22004 0.11996
H 4.36471 -4.57234 -1.80802
H 2.61065 -6.30245 -1.84044
H 0.39360 -5.81256 -0.86844
H -1.12514 -4.33347 0.11770
H -0.74758 -2.58711 -0.00554
H -0.34907 -3.51991 1.49512
C 2.64690 -3.23385 4.57159
Si 0.77060 -3.12186 4.85666
C -0.17608 -4.64955 4.20991
C 0.37622 -2.92804 6.71182
Sb -0.35633 -1.07333 3.51848
Si 0.77573 0.84294 5.00664
C 0.35359 2.55718 4.27708
C 2.65777 0.49627 4.91249
C 0.09547 0.75097 6.79034
Si -2.93768 -1.40564 4.13483
C -3.20035 -2.06839 5.90185
C -3.70360 0.32362 3.91080
C -3.65987 -2.67947 2.88590
H 2.96943 -4.26967 4.51350
H 3.19502 -2.76520 5.38373
H 2.95584 -2.75309 3.64664
H -0.13311 -5.44513 4.94636
H 0.26639 -5.03069 3.29516
H -1.22437 -4.43203 4.02316
H 0.69003 -3.82962 7.22882
H -0.68182 -2.79331 6.90144
H 0.90463 -2.09689 7.16341
H 0.26274 2.51364 3.19554
H 1.13673 3.27471 4.50938
H -0.57772 2.94238 4.68406
H 2.91629 -0.12312 4.05550
H 3.00534 -0.01839 5.80400
H 3.22507 1.42089 4.82948
H -0.90226 0.32699 6.83181
H 0.04966 1.74889 7.21113
H 0.73866 0.15969 7.43114
H -2.72293 -1.45198 6.65543
H -2.82923 -3.08005 6.01281
H -4.26047 -2.09482 6.13322
H -3.61304 0.90758 4.82175
H -4.75984 0.25619 3.66900
H -3.21717 0.87167 3.10975
H -4.09499 -3.52874 3.40642
H -2.90326 -3.06743 2.20347
H -4.44984 -2.23701 2.28495
O 0.04598 0.50008 -1.42447
P 0.34537 1.11547 -2.75318
C -1.05921 2.23376 -3.24925
C -1.03501 2.82141 -4.67059
C -2.15894 2.26882 -5.54322
C -3.52920 2.61765 -4.96110
C -3.52771 2.51787 -3.42875
C -2.41413 1.59903 -2.93398
C 0.75604 -0.33719 -3.85786
C -0.23145 -1.49127 -3.59987
C -1.15998 -1.72490 -4.78480
C -0.36651 -2.13306 -6.03039
C 1.00148 -1.44093 -6.07137
C 0.93847 -0.09491 -5.35250
C 1.75307 2.31382 -2.45344
C 3.05440 1.60566 -2.07771
C 3.93221 1.27079 -3.28091
C 4.20048 2.51102 -4.12741
C 2.88239 3.11401 -4.59599
C 2.02290 3.48335 -3.39531
H -0.91956 3.04518 -2.51786
H -0.07482 2.63304 -5.15180
H -1.16504 3.90514 -4.61275
H -2.06081 1.18592 -5.62760
H -2.06895 2.68156 -6.54966
H -4.27436 1.94109 -5.38237
H -3.80516 3.62936 -5.26078
H -4.49366 2.15173 -3.07678
H -3.37192 3.50453 -2.98844
H -2.51183 0.61556 -3.39568
H -2.50003 1.47668 -1.85582
H 1.72134 -0.63727 -3.42501
H -0.82041 -1.28403 -2.70239
H 0.33029 -2.40873 -3.40725
H -1.72116 -0.81169 -4.98960
H -1.88472 -2.50248 -4.53525
H -0.94033 -1.87045 -6.92062
H -0.22355 -3.21407 -6.04254
H 1.31290 -1.29728 -7.10697
H 1.75703 -2.06313 -5.58668
H 0.11281 0.48057 -5.76663
H 1.86006 0.45936 -5.53285
H 1.33865 2.75164 -1.53256
H 2.81137 0.69717 -1.51565
H 3.62406 2.26377 -1.41278
H 3.44485 0.51762 -3.90028
H 4.87532 0.84889 -2.92578
H 4.81571 2.24362 -4.98741
H 4.74974 3.25040 -3.54002
H 2.35552 2.39853 -5.22890
H 3.07065 4.00870 -5.19157
H 1.09019 3.94240 -3.71868
H 2.56629 4.23508 -2.81376
*
```

Properties
⟨S²⟩: 0.78
HOMO energy (spin up / spin down) in eV: -9.99 / -9.99
LUMO energy (spin up / spin down) in eV: -4.19 / -4.00

Löwdin population analysis, charges in e, atoms 1 to 8:
1. Ru 0.9676
2. C -0.0278
3. C -0.1989
4. C -0.0384
5. C -0.0708
6. C -0.0574
7. C -0.2479
8. C -0.0871

***

Number 1: electronic energy -4628.1067 a.u.. Number 2: electronic energy -4679.1436 a.u.. Number 3: electronic energy -3888.7420 a.u..